(1)
Density functional theory data (the ωB97M-V functional and the def2-TZVPD basis) for a structure of composition C39H38N7O8PSY at a distorted geometry.

Values from the calculation:
**Lowest unoccupied orbital energy**: 1.876 eV
**Spin multiplicity**: 1
**Highest occupied orbital energy**: -4.31 eV
**HOMO-LUMO gap**: 6.2 eV
**Energy relative to the best compared isomer or geometry (same formula, charge and spin)**: 23.18 kcal per mole
**E**: -89040.779 eV
**Net charge**: -1

Each line ends with the Mulliken charge.
Atoms and positions in Å:
N (-3.8029, -1.3765, 0.3112)  -0.043
H (4.5267, -0.2168, 1.3045)  0.489
H (-3.5627, -1.3818, 1.2994)  0.293
C (-3.3225, 4.4683, -1.8770)  0.966
N (-1.7993, -3.3778, -2.3486)  1.142
C (3.9765, -1.0402, -3.5597)  -0.722
H (0.3296, 2.5222, 1.6225)  0.320
O (-0.6519, -4.7808, -0.2141)  -0.723
C (3.6664, -0.7179, -2.2537)  -0.734
C (3.1584, 1.1377, 0.3575)  0.413
C (-2.5297, 2.4505, -0.6712)  0.495
C (4.3346, 0.8126, 1.0345)  -0.133
H (2.7451, -2.1917, 4.1682)  0.397
C (2.5537, -2.9333, 0.3490)  0.026
H (3.6965, 4.4703, 0.0777)  0.425
C (2.9525, -0.9931, -4.5098)  -0.642
H (-4.4182, -0.6084, 0.0870)  0.284
H (-3.7538, 1.6324, -3.7479)  0.509
H (-1.6825, -2.7121, 3.6350)  0.499
Y (-1.2572, -1.0161, -0.8776)  0.174
C (2.3730, -0.3462, -1.8833)  0.588
H (4.9786, -1.3451, -3.8342)  0.400
P (1.9216, -0.1443, -0.1371)  2.044
H (-3.3925, -5.1602, -1.6758)  0.331
H (1.9425, 2.6459, -1.9023)  0.415
H (-4.0880, 4.0741, -3.8666)  0.336
O (-2.6204, -3.7323, 0.7867)  -0.365
H (-3.3618, 7.7431, -0.9556)  0.384
C (-0.8910, 0.8328, 2.0289)  -0.026
C (0.4835, 0.6803, 4.4438)  -0.931
H (1.5895, 3.9643, -0.7739)  0.518
S (-1.0298, -3.8873, 0.8467)  1.570
C (2.9412, 2.4749, -0.0110)  0.368
C (-3.6717, 3.6153, -2.9752)  -1.014
H (0.9146, -0.5151, -4.9267)  0.415
H (-1.9907, 4.3250, 1.2379)  0.429
C (0.0971, 1.7549, 2.3459)  0.361
C (1.6864, -0.5725, -4.1672)  -1.035
N (-1.9344, 2.0525, 0.4887)  -1.090
O (-1.9856, -4.4473, -2.8923)  -0.782
H (4.4312, -0.7904, -1.4856)  0.432
C (5.2647, 1.7811, 1.3819)  -0.856
C (-2.7591, 3.8874, -0.7243)  0.596
H (2.8415, -4.9688, 0.9191)  0.370
N (-2.5855, -2.7989, -1.4599)  -0.259
H (0.0462, 1.2515, -1.9649)  0.149
H (-0.7517, -1.0106, 4.8707)  0.485
C (-3.5324, 5.8566, -1.9467)  -0.821
C (3.8789, 3.4379, 0.3560)  -0.694
C (0.0176, 0.3150, -2.5249)  -1.808
C (5.0304, 3.1065, 1.0517)  -0.753
O (-2.2549, -0.9823, 2.6335)  -0.306
N (-1.5424, 0.8752, 0.7424)  1.340
C (-2.6396, 6.1031, 0.2552)  -0.692
H (-3.9649, 6.2706, -2.8512)  0.362
C (-1.2173, -0.1637, 2.9536)  0.448
O (-0.5445, -2.4916, 0.5911)  -0.166
C (2.4531, -1.6153, 0.8211)  0.768
C (-3.4931, 2.2827, -2.9223)  -0.880
H (-4.9878, -3.0198, 0.5766)  0.269
C (0.7918, 1.6860, 3.5437)  -0.828
H (-2.3714, 6.7352, 1.0935)  0.397
H (3.2858, -3.2188, -1.6690)  0.406
C (2.7219, -2.4076, 3.1066)  -1.153
C (-2.9274, 1.6232, -1.7633)  0.146
H (-2.9004, -1.6884, 4.4764)  0.442
C (1.7674, 2.8906, -0.8511)  -1.057
H (2.3474, -0.3795, 2.5779)  0.543
H (3.1582, -1.2732, -5.5373)  0.370
H (2.0843, -4.4020, -1.1212)  0.443
H (-3.8802, -5.4023, -0.1220)  0.296
C (-3.1982, 6.6746, -0.8970)  -0.564
H (1.5789, 2.3989, 3.7540)  0.372
H (1.5907, -2.7947, -1.5977)  0.030
O (-0.8292, -2.6228, -2.6447)  -0.679
H (1.0239, 0.5981, 5.3791)  0.373
C (-0.5180, -0.2366, 4.1571)  -0.629
C (-2.5475, -2.0630, 3.5113)  -1.234
O (-0.7638, -4.2958, 2.1939)  -0.804
C (2.7823, -3.9487, 1.2814)  -0.381
H (6.1663, 1.4946, 1.9096)  0.421
H (-0.6052, 0.4483, -3.4110)  0.619
C (2.3723, -3.3525, -1.0871)  -1.663
H (0.8533, 2.3697, -0.5668)  -0.518
H (5.7416, 3.8773, 1.3231)  0.373
C (2.8766, -3.7039, 2.6386)  -0.859
C (-2.4231, 4.7490, 0.3430)  -0.599
C (2.5047, -1.3859, 2.2013)  -0.389
O (-2.8254, 0.3628, -1.7941)  -0.340
C (1.3497, -0.1834, -2.8506)  1.261
N (-4.4033, -2.5880, -0.1305)  -0.626
H (3.0299, -4.5252, 3.3279)  0.348
H (-3.3335, -2.6363, 3.0272)  0.233
N (-3.9279, -4.7695, -0.9088)  -0.709
C (-3.3844, -3.5167, -0.5306)  0.621



(2)
Density functional theory data (the ωB97M-V functional and the def2-TZVPD basis) for a structure of composition C3H6O2.

Values from the calculation:
**Lowest unoccupied orbital energy**: 0.092 eV
**Spin multiplicity**: 1
**Highest occupied orbital energy**: -8.53 eV
**HOMO-LUMO gap**: 8.6 eV
**Energy relative to the best compared isomer or geometry (same formula, charge and spin)**: 109.63 kcal per mole
**E**: -7298.924 eV

Each line ends with the natural charge from an NBO analysis.
Atoms and positions in Å:
H (-0.6652, 1.1136, 0.9855)  0.155
H (0.2862, -0.8903, -1.2368)  0.216
O (2.2422, 0.3319, 1.0769)  -0.550
C (1.5088, 0.2947, 0.1084)  0.377
H (-0.6451, -0.7346, 0.4782)  0.242
H (1.4773, 1.1419, -0.6113)  0.108
O (-1.8594, 0.8067, -0.5521)  -0.646
C (0.5684, -0.8019, -0.1857)  -0.638
H (0.8773, -1.7471, 0.2706)  0.241
H (-2.5015, 0.1612, -0.8827)  0.488
C (-1.2890, 0.3239, 0.5489)  0.007